# 1
The following is a DFT calculation (wB97M-V/def2-TZVPD) of a structure of composition C22H23IrN5O in a non-equilibrium geometry.

Cartesian coordinates (Å):
H  -1.779  -3.782  0.690
C  -2.536  2.433  -1.102
C  -0.015  -2.416  3.241
H  0.436  -2.688  4.184
C  3.394  -0.145  -3.057
H  1.498  1.289  6.487
N  -0.558  -0.809  1.606
C  -2.596  0.940  -1.164
H  -3.496  2.830  -0.768
C  1.172  -1.415  -4.339
C  0.441  0.059  3.545
C  1.129  1.277  5.469
H  1.060  4.373  2.839
C  0.860  2.459  4.812
H  -4.047  0.860  -2.739
N  -1.855  0.215  -0.305
H  1.553  0.618  -4.897
C  -1.208  -1.717  0.856
H  4.362  -1.900  -3.830
H  0.593  -1.631  -5.235
C  1.481  0.594  -1.740
C  -1.250  -3.035  1.265
C  1.127  0.084  -4.048
C  -3.419  0.279  -2.076
C  3.369  -1.614  -3.492
H  3.841  0.446  -3.856
H  3.981  -0.023  -2.150
C  -1.910  -1.134  -0.282
N  0.978  0.859  -0.716
Ir  -0.272  1.075  0.806
C  0.917  0.052  4.828
N  1.998  0.315  -2.867
H  -4.043  -1.622  -2.834
H  -0.634  -4.416  2.783
H  -1.773  2.779  -0.399
H  -2.664  -2.904  -1.215
H  0.114  0.430  -3.854
O  2.496  -1.808  -4.584
C  -2.653  -1.824  -1.206
C  0.449  2.422  3.481
H  0.750  -1.961  -3.480
H  -2.332  2.866  -2.081
H  1.102  -0.877  5.346
H  3.080  -2.239  -2.637
C  0.228  3.682  2.705
H  -0.672  4.191  3.057
H  0.128  3.485  1.633
N  0.243  1.224  2.880
C  -0.626  -3.384  2.455
C  -3.423  -1.099  -2.116
C  -0.011  -1.107  2.799
H  0.988  3.413  5.304

**M**: 565.677 g/mol
**HOMO energy**: -17.6 eV
**F_max**: 4.81 eV/Å
**Charge**: +3
**Gap between HOMO and LUMO**: 5.545 eV


# 2
The following is a DFT calculation (wB97M-V/def2-TZVPD) of a structure of composition C22H23IrN9 in a non-equilibrium geometry.

Cartesian coordinates (Å):
H  -4.525  1.000  -0.845
N  1.413  -1.595  0.148
C  2.626  -3.624  0.348
N  1.562  -1.003  -5.696
Ir  -0.468  -0.344  -0.277
H  4.736  -3.440  0.666
H  -3.411  -2.621  3.532
H  0.127  -1.673  -7.702
C  3.471  1.455  0.498
C  1.917  3.281  0.386
H  -0.639  -3.129  -0.462
H  -1.636  -0.970  4.822
C  -0.535  2.735  0.086
C  -2.355  4.265  0.033
N  -2.414  -1.903  1.813
H  4.679  -0.969  0.634
C  3.766  -1.530  0.495
H  -4.289  3.355  -0.169
C  3.216  2.816  0.526
C  1.427  -2.941  0.160
C  2.560  -0.899  0.311
H  -2.898  -2.394  1.078
C  3.798  -2.920  0.516
H  -0.175  0.120  2.794
N  -1.390  1.695  -0.036
H  -0.197  -4.071  0.973
N  -1.405  -1.054  1.540
N  1.170  1.052  0.157
H  2.117  -1.061  -6.536
N  -0.353  -1.607  -6.818
C  -2.636  -1.982  3.133
N  -0.495  -1.199  -4.596
C  -0.986  4.031  0.121
H  2.029  -0.740  -4.847
H  -1.341  -1.801  -6.799
N  -0.586  -0.864  -2.207
H  4.480  1.091  0.628
H  -0.302  4.861  0.218
C  -0.425  -1.001  -3.378
H  4.029  3.517  0.671
H  -3.997  0.419  0.732
C  0.262  -1.266  -5.703
C  -3.649  0.731  -0.257
C  -3.221  3.199  -0.093
H  1.711  4.341  0.433
C  -2.718  1.904  -0.131
C  -0.988  -0.589  2.733
H  -3.175  -0.121  -0.747
C  0.899  2.368  0.204
H  -2.734  5.279  0.060
C  0.151  -3.717  -0.001
H  0.318  -4.596  -0.624
H  2.621  -4.707  0.360
C  2.418  0.580  0.314
C  -1.736  -1.146  3.763

**Spin multiplicity**: 5
**Energy above the lowest of the compared OMol25 structures with the same formula, charge and spin**: 32.2 kJ/mol
**M**: 605.706 g/mol
**HOMO energy (alpha / beta)**: -16.9 / -17.2 eV
**F_max**: 1.12 eV/Å
**Charge**: +3
**Gap between HOMO and LUMO (alpha / beta)**: 8.094 / 6.101 eV
**<S²>**: 6.01


# 3
The following is a DFT calculation (wB97M-V/def2-TZVPD) of the molecule C22H23N3O4 in a non-equilibrium geometry.

Cartesian coordinates (Å):
C  1.331  2.670  -1.788
H  2.419  0.286  -2.078
N  -1.340  1.284  -1.323
C  -0.053  -1.810  3.076
H  -3.319  2.755  -1.224
C  -3.687  2.363  -0.290
C  1.653  -1.320  1.452
N  -0.265  0.777  -1.977
C  -0.982  -1.470  -1.444
H  -4.941  0.929  3.052
H  1.112  1.265  -3.446
H  -0.919  -0.881  0.634
O  3.155  2.768  -0.275
H  -5.995  2.947  2.105
H  -2.503  -1.440  0.082
H  0.606  0.171  2.542
O  1.052  -0.929  -2.618
H  1.204  -4.653  1.734
C  0.710  -0.890  2.379
C  -4.724  2.981  0.380
H  -5.178  3.869  -0.034
C  0.040  -0.538  -2.050
C  4.065  0.229  -0.778
C  -3.094  1.210  0.230
C  -1.991  0.572  -0.485
C  3.192  -2.174  -0.601
H  4.308  -1.123  0.904
H  -0.231  2.408  -3.223
H  -0.778  -1.466  3.796
H  -3.098  -0.173  1.878
H  -1.741  -1.648  -2.215
H  4.080  -2.600  -1.072
C  -3.559  0.701  1.442
H  4.788  -0.194  -1.480
H  4.542  1.004  -0.173
O  2.392  -0.376  0.799
C  0.126  -3.167  2.855
C  2.565  2.096  -1.096
C  -1.626  -0.860  -0.203
O  2.714  -3.159  0.295
C  -5.183  2.464  1.582
C  -4.593  1.328  2.111
H  -0.505  -2.424  -1.220
H  -0.460  -3.888  3.404
C  1.816  -2.688  1.212
N  2.996  0.879  -1.493
H  2.437  -1.968  -1.369
H  1.682  3.529  -2.365
C  0.498  1.778  -2.704
C  1.052  -3.603  1.927
H  0.687  3.062  -0.997
C  3.543  -0.883  0.148

**Energy above the lowest of the compared OMol25 structures with the same formula, charge and spin**: 239.5 kJ/mol
**M**: 393.443 g/mol
**HOMO energy**: -8.5 eV
**Structure (SMILES)**: O=C(CCN1N=C(c2ccccc2)CCC1=O)NC[C@@H]1COc2ccccc2O1
**F_max**: 1.01 eV/Å
**Gap between HOMO and LUMO**: 8.703 eV


# 4
The following is a DFT calculation (wB97M-V/def2-TZVPD) of the molecule C22H23N3O5S in a non-equilibrium geometry.

Cartesian coordinates (Å):
C  1.873  -2.955  -0.901
H  2.410  1.813  -0.363
H  -2.589  0.280  -1.358
S  -4.700  0.848  0.463
C  -3.319  3.085  -0.165
C  -0.100  2.687  -1.678
C  2.778  -1.997  -0.494
N  3.431  -0.257  1.095
H  -4.833  -1.751  1.621
O  -1.382  2.348  -1.463
H  4.208  0.555  -1.405
O  -5.384  1.219  -0.741
C  0.232  3.788  -0.955
H  -3.542  -3.854  1.165
C  -1.894  3.237  -0.586
H  1.984  1.025  1.923
H  5.872  0.997  -0.918
C  3.125  2.076  0.432
O  -2.157  -5.240  -0.836
H  -3.943  2.850  -1.032
C  3.011  1.048  1.567
N  -3.484  1.967  0.746
C  -2.035  -1.772  -1.037
H  -3.399  2.184  1.725
H  3.669  1.342  2.392
C  4.774  -0.170  0.561
C  1.287  -1.352  1.257
C  -2.303  -2.930  -0.309
C  -0.936  4.145  -0.238
H  -0.532  -2.441  1.404
C  -3.758  -0.642  0.165
C  2.511  -1.163  0.598
H  3.699  -1.904  -1.047
H  0.222  -4.971  -1.035
H  -1.261  -1.775  -1.789
H  2.903  3.079  0.797
C  -2.773  -0.625  -0.803
C  4.847  0.868  -0.566
H  2.112  -3.585  -1.746
H  5.425  0.161  1.378
O  -5.449  0.686  1.676
H  5.119  -1.147  0.226
C  0.656  -3.119  -0.249
H  -1.050  4.970  0.435
O  4.432  2.132  -0.094
H  0.457  2.081  -2.365
H  -3.666  4.025  0.277
C  -4.047  -1.785  0.883
H  1.051  -0.769  2.132
C  -1.573  -4.200  -0.608
N  -0.217  -4.130  -0.678
C  -3.326  -2.940  0.634
C  0.383  -2.307  0.848
H  1.179  4.288  -0.936

**Energy above the lowest of the compared OMol25 structures with the same formula, charge and spin**: 299.1 kJ/mol
**M**: 441.509 g/mol
**HOMO energy**: -7.6 eV
**Structure (SMILES)**: O=C(Nc1ccc(N2CCOCC2)cc1)c1ccc(S(=O)(=O)NCc2ccco2)cc1
**F_max**: 1.02 eV/Å
**Gap between HOMO and LUMO**: 7.923 eV


Calculated values (eV) of DFT total energy for the records, taken in order: -35496.1815 -39411.4249 -35848.0710 -48729.2268.